(1)
Density functional theory data (the ωB97M-V functional and the def2-TZVPD basis) for a structure of composition C12H36Be2N2O18 at a distorted geometry.

The geometry in ORCA input format:
```
! RIJCOSX wB97M-V def2-TZVPD def2/J DEFGRID3
* xyz 2 1
O -15.182 12.930 -6.309
H -18.935 16.146 -4.017
H -15.180 16.001 -9.486
O -14.644 9.525 -7.283
C -14.660 17.592 -7.083
H -15.107 14.023 -1.132
H -20.484 13.623 -6.793
C -15.976 10.007 -7.201
H -21.272 10.709 -5.235
H -13.992 16.979 -7.688
C -12.655 16.545 -11.428
N -11.480 14.265 -7.428
O -17.790 18.216 -3.224
C -16.408 9.840 -5.734
H -11.221 15.233 -11.914
H -17.355 16.971 -8.355
O -11.490 14.601 -8.634
H -19.344 12.241 -6.181
H -18.135 16.363 -5.533
C -16.004 18.139 -7.681
H -12.132 16.857 -10.524
C -18.848 16.835 -4.858
O -15.997 13.719 -3.491
C -16.933 13.809 -2.363
H -20.730 12.343 -3.949
H -18.306 14.169 -5.834
H -20.240 15.984 -5.456
H -17.424 10.212 -5.608
O -14.676 15.637 -10.217
H -15.555 16.049 -6.133
H -17.722 13.057 -2.392
H -16.175 11.029 -7.521
H -16.755 18.246 -6.898
O -15.205 13.356 -8.292
O -19.994 16.908 -5.548
H -21.578 13.490 -4.663
H -12.634 17.329 -12.186
H -16.918 17.982 -3.550
O -10.520 14.676 -6.862
O -12.451 13.725 -6.843
H -14.578 8.705 -7.779
H -19.467 18.818 -4.227
C -18.522 18.328 -4.459
H -16.012 19.084 -8.224
O -14.958 16.789 -5.999
Be -13.231 11.325 -5.814
O -21.789 11.487 -5.454
O -15.453 10.451 -4.790
H -16.580 14.110 -0.284
H -15.911 10.405 -3.948
O -15.979 12.246 -0.772
H -16.472 13.828 -4.318
C -14.132 16.632 -11.116
N -15.568 13.686 -7.175
H -14.393 17.652 -10.835
H -18.088 18.811 -5.335
H -13.991 18.433 -6.901
H -15.402 12.190 -0.007
H -16.519 8.775 -5.528
O -12.151 15.157 -11.690
C -19.960 13.118 -5.982
H -16.614 9.434 -7.875
Be -13.503 13.313 -10.289
C -21.038 12.593 -4.965
O -16.488 14.506 -7.013
H -14.421 16.314 -12.118
H -17.507 14.735 -2.344
O -19.098 13.994 -5.320
O -16.468 17.148 -8.675
C -16.102 13.578 -1.106
*
```

Its LUMO energy is -11.2259 eV. As for the HOMO energy: -13.0884 eV.



(2)
Density functional theory data (the ωB97M-V functional and the def2-TZVPD basis) for the ion C10H14N3 with charge +1 at a distorted geometry.

The geometry in ORCA input format:
```
! RIJCOSX wB97M-V def2-TZVPD def2/J DEFGRID3
* xyz 1 1
C 0.781 -1.775 2.486
H 0.936 -2.293 3.388
H -0.338 1.275 -2.514
H 0.869 0.193 -1.502
H -2.962 -0.661 -1.452
C 0.404 -0.449 2.329
C 0.094 -1.969 -1.036
C 1.274 2.026 0.946
C -1.921 -0.524 -1.158
H -2.661 1.187 -0.361
H 0.903 2.990 1.300
H -0.631 2.630 -0.596
H 1.075 2.040 -1.916
H 0.166 0.178 3.125
H 0.486 -3.346 0.962
N 0.355 -1.379 0.272
N 0.162 -0.152 1.034
H 1.734 2.274 0.032
C 0.425 1.171 -1.749
H 1.744 1.547 1.767
C -0.514 1.537 -0.578
C 0.660 -2.283 1.187
C -0.926 -1.460 -1.801
H -1.124 -1.991 -2.745
C -1.723 0.725 -0.747
H 0.726 -2.775 -1.436
N 0.006 1.286 0.765
*
```

Its LUMO energy is -3.8163 eV. As for the HOMO energy: -13.0338 eV. Its SMILES is C[C@H]1/C=C\C=C/n2ccc[n+]2N1C.



(3)
Density functional theory data (the ωB97M-V functional and the def2-TZVPD basis) for an isolated molecule of H2NO5PS at a distorted geometry.

The geometry in ORCA input format:
```
! RIJCOSX wB97M-V def2-TZVPD def2/J DEFGRID3
* xyz 0 1
O 0.462 -0.056 1.078
N -1.925 0.093 0.118
O 2.577 -0.523 -0.255
O -0.685 -2.007 -0.607
O 2.667 1.795 0.190
O 0.458 0.540 -1.006
H -2.172 0.598 0.994
P -0.506 -0.688 -0.059
H -2.641 -0.365 -0.413
S 1.765 0.612 -0.040
*
```

Its LUMO energy is -1.2802 eV. As for the HOMO energy: -11.7425 eV.



What is the LUMO in the second record? -3.8163 eV



What is the LUMO in the third record? -1.2802 eV